Record 1
The following is a quantum chemistry calculation of one molecule with the formula C4H6N2O, from the Open Molecules 2025 dataset.

Summary:
Energy relative to the best compared isomer or geometry (same formula, charge and spin)   393.6 kJ/mol
Structure (SMILES)   O/N=C1/C=CCN1
E_tot   -9269.42274 eV
HOMO   -8.07 eV

ORCA input file:
```
! wB97M-V def2-TZVPD RIJCOSX def2/J DEFGRID3
* xyz 0 1
C 0.125 -0.253 -0.410
C 0.186 0.651 1.670
C 1.556 0.370 1.128
C 1.543 -0.114 -0.129
H -2.094 -0.455 -2.372
H -1.475 0.221 0.577
H 0.161 0.056 2.618
H 0.277 1.661 1.822
H 2.364 0.645 1.949
H 2.173 -0.544 -0.849
N -0.461 -0.803 -1.457
N -0.579 0.389 0.536
O -1.823 -0.327 -1.357
*
```

Atom charges from the Löwdin analysis, given in e for atoms 1 to 4: number 1, C, carries -0.390; number 2, C, carries -0.195; number 3, C, carries -0.060; number 4, C, carries 0.014

Record 2
The following is a quantum chemistry calculation of a 2-piece molecular cluster, C5H10O overall, from the Open Molecules 2025 dataset.

Summary:
Energy relative to the best compared isomer or geometry (same formula, charge and spin)   130.7 kJ/mol
Structure (SMILES)   C=CC=O.CC
E_tot   -7393.41034 eV
HOMO   -10.09 eV

ORCA input file:
```
! wB97M-V def2-TZVPD RIJCOSX def2/J DEFGRID3
* xyz 0 1
C -2.248 0.090 0.291
C -1.312 -1.035 0.722
C 1.021 1.156 -1.177
C 2.010 0.290 -0.959
C 2.387 -0.087 0.427
O 1.825 0.331 1.416
H -3.161 0.100 0.895
H -1.777 1.073 0.403
H -2.550 -0.015 -0.756
H -0.937 -0.876 1.737
H -1.822 -2.004 0.699
H 0.712 1.450 -2.175
H 0.493 1.592 -0.332
H 2.563 -0.167 -1.775
H -0.441 -1.103 0.063
H 3.237 -0.794 0.522
*
```

Atom charges from the Löwdin analysis, given in e for atoms 1 to 4: number 1, C, carries -0.173; number 2, C, carries -0.171; number 3, C, carries 0.043; number 4, C, carries -0.135

Record 3
The following is a quantum chemistry calculation of a 3-piece molecular cluster, C4H16NO2 overall, from the Open Molecules 2025 dataset.

Summary:
Energy relative to the best compared isomer or geometry (same formula, charge and spin)   108.8 kJ/mol
E_tot   -9986.25359 eV
HOMO   -15.24 eV

ORCA input file:
```
! wB97M-V def2-TZVPD RIJCOSX def2/J DEFGRID3
* xyz 1 1
C 0.265 0.371 -2.259
C -1.011 0.967 -1.612
N -1.015 0.816 -0.084
C -0.518 1.963 0.770
C 0.248 1.277 1.919
H 0.255 -0.691 -2.051
H 1.128 0.984 -1.943
H 0.233 0.546 -3.343
H -1.330 1.988 -1.826
H -1.852 0.341 -1.872
H -0.467 -0.031 0.064
H -1.929 0.604 0.348
H -1.381 2.334 1.324
H 0.138 2.528 0.109
H 1.074 0.624 1.638
H 0.617 1.869 2.770
H -0.575 0.710 2.411
H 2.434 -2.954 1.578
H 2.741 -3.789 0.333
O 2.025 -3.320 0.782
H -1.025 -2.807 0.315
H 0.430 -2.325 0.353
O -0.484 -2.006 0.275
*
```

Atom charges from the Löwdin analysis, given in e for atoms 1 to 4: number 1, C, carries -0.043; number 2, C, carries -0.150; number 3, N, carries 0.008; number 4, C, carries -0.146

Record 4
The following is a quantum chemistry calculation of one molecule with the formula C4H10O2, from the Open Molecules 2025 dataset.

Summary:
Energy relative to the best compared isomer or geometry (same formula, charge and spin)   125.4 kJ/mol
Structure (SMILES)   COC[C@@H](C)O
E_tot   -8404.24786 eV
HOMO   -9.83 eV

ORCA input file:
```
! wB97M-V def2-TZVPD RIJCOSX def2/J DEFGRID3
* xyz 0 1
C -0.044 1.777 -1.869
O -0.427 0.511 -1.394
C 0.344 0.133 -0.275
C -0.445 -0.752 0.692
C 0.386 -1.888 1.268
O -0.816 0.054 1.817
H -0.188 2.537 -1.085
H 1.012 1.807 -2.180
H -0.673 2.022 -2.728
H 0.544 1.000 0.369
H 1.307 -0.296 -0.601
H -1.346 -1.132 0.188
H -0.114 -2.267 2.162
H 1.378 -1.525 1.557
H 0.517 -2.714 0.561
H -1.436 0.733 1.521
*
```

Atom charges from the Löwdin analysis, given in e for atoms 1 to 4: number 1, C, carries -0.123; number 2, O, carries -0.180; number 3, C, carries -0.204; number 4, C, carries -0.403

Record 5
The following is a quantum chemistry calculation of one molecule with the formula C3H6O2S, from the Open Molecules 2025 dataset.

Summary:
Energy relative to the best compared isomer or geometry (same formula, charge and spin)   165.2 kJ/mol
Structure (SMILES)   OCCOC=S
E_tot   -18137.23561 eV
HOMO   -8.98 eV

ORCA input file:
```
! wB97M-V def2-TZVPD RIJCOSX def2/J DEFGRID3
* xyz 0 1
C 0.002 0.361 -1.301
C -0.320 0.150 0.163
C 0.582 -1.194 1.905
H -0.727 1.648 -2.605
H 1.083 0.650 -1.419
H -0.069 -0.567 -1.881
H -0.223 1.136 0.752
H -1.342 -0.280 0.287
H 1.435 -1.962 2.019
O -0.806 1.413 -1.665
O 0.618 -0.818 0.640
S -0.232 -0.537 3.106
*
```

Atom charges from the Löwdin analysis, given in e for atoms 1 to 4: number 1, C, carries -0.288; number 2, C, carries -0.205; number 3, C, carries -0.770; number 4, H, carries 0.109

Record 6
The following is a quantum chemistry calculation of a 2-piece molecular cluster, C9H14 overall, from the Open Molecules 2025 dataset.

Summary:
Energy relative to the best compared isomer or geometry (same formula, charge and spin)   156.6 kJ/mol
Structure (SMILES)   Cc1ccccc1.CC
E_tot   -9558.55880 eV
HOMO   -8.94 eV

ORCA input file:
```
! wB97M-V def2-TZVPD RIJCOSX def2/J DEFGRID3
* xyz 0 1
C -2.510 0.260 -0.348
C -1.188 0.067 -0.907
C -0.329 1.097 -0.839
C -0.938 -1.140 -1.546
C 0.928 1.067 -1.496
C 0.185 -1.150 -2.351
C 1.113 -0.047 -2.251
H -3.254 -0.556 -0.662
H -2.923 1.246 -0.523
H -0.754 2.001 -0.309
H -1.796 -1.819 -1.603
H 1.696 1.909 -1.602
H 0.380 -2.078 -2.944
H 1.890 -0.122 -2.906
H -2.760 0.298 0.783
C 1.605 -0.537 1.904
C 1.011 0.280 3.038
H 0.951 -0.443 0.893
H 2.612 -0.210 1.661
H 1.763 -1.630 2.065
H 0.616 1.275 2.706
H 0.026 -0.187 3.380
H 1.675 0.418 3.858
*
```

Atom charges from the Löwdin analysis, given in e for atoms 1 to 4: number 1, C, carries -0.092; number 2, C, carries -0.372; number 3, C, carries -0.088; number 4, C, carries -0.055

Record 7
The following is a quantum chemistry calculation of one molecule with the formula C4H8O3, from the Open Molecules 2025 dataset.

Summary:
Energy relative to the best compared isomer or geometry (same formula, charge and spin)   405.7 kJ/mol
E_tot   -10416.79866 eV
HOMO   -8.78 eV

ORCA input file:
```
! wB97M-V def2-TZVPD RIJCOSX def2/J DEFGRID3
* xyz 0 1
C -2.566 -0.438 -0.059
O -1.561 0.261 0.673
C -0.361 0.830 -0.352
O -0.706 1.173 -1.429
C 0.698 0.378 0.448
C 2.044 0.154 -0.179
O 2.643 -0.950 0.480
H -2.143 -1.323 -0.548
H -3.346 -0.741 0.641
H -2.980 0.230 -0.820
H 0.689 0.770 1.467
H -0.560 -0.341 0.845
H 1.914 -0.040 -1.255
H 2.681 1.047 -0.085
H 3.555 -1.011 0.173
*
```

Atom charges from the Löwdin analysis, given in e for atoms 1 to 4: number 1, C, carries -0.081; number 2, O, carries -0.168; number 3, C, carries -0.356; number 4, O, carries 0.157

Record 8
The following is a quantum chemistry calculation of one molecule with the formula C3H2O3, from the Open Molecules 2025 dataset.

Summary:
Energy relative to the best compared isomer or geometry (same formula, charge and spin)   150.8 kJ/mol
Structure (SMILES)   O=CC(=O)C=O
E_tot   -9283.96325 eV
HOMO   -10.07 eV

ORCA input file:
```
! wB97M-V def2-TZVPD RIJCOSX def2/J DEFGRID3
* xyz 0 1
O 1.246 0.764 -1.504
C 1.235 0.184 -0.450
C -0.023 -0.572 -0.011
O -0.082 -1.777 -0.066
C -1.224 0.239 0.477
O -1.136 1.413 0.728
H 2.127 0.112 0.205
H -2.142 -0.363 0.622
*
```

Atom charges from the Löwdin analysis, given in e for atoms 1 to 4: number 1, O, carries 0.101; number 2, C, carries -0.162; number 3, C, carries -0.294; number 4, O, carries 0.135

Record 9
The following is a quantum chemistry calculation of C4H2N2O as an isolated structure, from the Open Molecules 2025 dataset.

Summary:
Energy relative to the best compared isomer or geometry (same formula, charge and spin)   278.0 kJ/mol
E_tot   -9203.85785 eV
HOMO   -11.22 eV

ORCA input file:
```
! wB97M-V def2-TZVPD RIJCOSX def2/J DEFGRID3
* xyz 0 1
N -1.298 0.574 0.152
C -0.753 -0.644 -0.070
O -1.375 -1.676 -0.179
C 0.761 -0.648 -0.181
C 1.727 -1.483 -0.489
C 1.656 0.458 0.072
N 2.347 1.366 0.286
H -0.761 1.426 0.198
H -2.305 0.627 0.211
*
```

Atom charges from the Löwdin analysis, given in e for atoms 1 to 4: number 1, N, carries 0.182; number 2, C, carries -0.513; number 3, O, carries 0.089; number 4, C, carries -0.251